Entry from the Open Molecules 2025 dataset: an isolated ion of composition C9H14N3O and charge +1 (wB97M-V/def2-TZVPD).

Computed properties:
HOMO level (eV): -11.5
Relative energy (zero: lowest compared OMol25 entry of this formula, charge and spin) (kcal/mol): 46.31
Energy (hartree): -590.47873
E_LUMO (eV): -3.818
Total charge: +1

The geometry in XYZ format:
```
27
Properties=species:S:1:pos:R:3:forces:R:3
C 3.8713 0.4223 0.1178 -0.09 0.53 0.89
C 2.7434 1.0974 0.4972 2.02 -0.40 1.21
C 2.2850 0.0532 -1.4630 -0.20 -1.35 -1.60
C -0.5851 0.4408 -0.6170 -1.08 -1.60 2.07
C 0.4946 1.4366 -0.3542 0.59 0.00 -5.66
C -0.3718 -2.1015 -0.4347 -0.91 1.79 -2.21
C -0.6169 -2.8012 0.8202 0.43 0.96 1.17
C -3.0913 -0.0967 -0.5985 4.71 -0.82 -0.27
C -2.0067 0.9552 -0.7587 0.80 1.30 -1.40
N -0.3993 -0.8194 -0.5064 0.18 -0.62 -0.22
N 1.7933 0.8250 -0.4936 0.51 1.69 2.45
N 3.5383 -0.1997 -1.0477 1.52 -2.11 -1.90
O 2.4745 1.8292 1.6476 0.19 -0.36 -0.83
H 4.8843 0.2778 0.4782 -0.47 0.42 0.46
H 0.3558 2.2889 -1.1790 0.27 -1.57 1.88
H 0.4509 1.8370 0.5865 -0.63 1.11 2.41
H -0.4269 -2.6672 -1.4178 0.65 0.77 1.13
H -1.6785 -2.7529 0.9484 -1.13 -1.04 -0.41
H -0.4387 -2.1062 1.6525 1.01 -0.47 0.03
H -0.1675 -3.7928 0.8986 -0.28 0.29 0.09
H -2.9828 -0.7687 -1.4264 -0.43 -0.69 -0.24
H -4.0105 0.2774 -0.5016 -3.54 1.51 0.19
H -2.7631 -0.5498 0.3228 -0.60 -0.81 0.44
H -2.2033 1.7956 -0.0098 0.69 -0.67 -1.44
H -1.8281 1.2914 -1.8703 -1.15 0.25 1.82
H 4.2402 -0.9067 -1.5043 -2.28 2.15 0.88
H 3.2642 1.9021 2.2349 -0.76 -0.25 -0.93
```
Positions in Å, forces in eV/Å.

Entry from the Open Molecules 2025 dataset: a 2-piece molecular cluster, C9H14N4 overall (wB97M-V/def2-TZVPD).

Computed properties:
HOMO level (eV): -8.3
Relative energy (zero: lowest compared OMol25 entry of this formula, charge and spin) (kcal/mol): 89.82
SMILES: CCC(=C=N)n1ccnc1C.C=N
Energy (hartree): -570.22039
E_LUMO (eV): 0.823
Total charge: 0

The geometry in XYZ format:
```
27
Properties=species:S:1:pos:R:3:forces:R:3
C 0.4247 2.4019 -1.4382 -2.74 0.30 2.98
C 0.3554 2.1579 0.1658 -1.61 0.06 -1.91
C -0.0905 0.7022 0.4309 -0.81 1.65 0.47
C -1.2793 0.6788 1.0399 0.32 -1.26 -0.80
N -2.3393 0.6426 1.6257 -1.71 0.21 -0.50
N 0.6555 -0.4113 -0.0605 0.99 0.66 1.36
C 0.7442 -0.8790 -1.3632 -0.10 -0.14 -0.37
C 1.9242 -1.5799 -1.4556 -2.90 -0.11 -0.61
N 2.5012 -1.5686 -0.2635 2.46 -0.13 2.30
C 1.8388 -0.8185 0.5879 -0.13 -1.36 -1.61
C 2.3057 -0.4933 2.0100 -1.04 2.28 -3.12
H -0.6863 2.2236 -1.5988 1.37 -0.21 -0.75
H 0.4674 3.4906 -1.5242 0.94 -0.26 -0.75
H 1.0353 1.7111 -1.9901 0.45 0.31 -0.31
H -0.5682 2.7653 0.3703 0.92 -0.42 0.36
H 1.1208 2.5987 0.7980 0.56 -0.43 -0.17
H -3.2915 0.5510 1.0862 2.60 0.17 0.95
H -0.0512 -0.7872 -2.0930 0.09 0.30 0.30
H 2.1090 -2.3079 -2.2343 0.62 0.34 -0.04
H 2.4523 0.6746 1.8327 -0.07 -2.27 1.56
H 1.4661 -0.7824 2.6227 0.08 0.47 0.84
H 3.2156 -1.0472 2.2066 0.02 0.21 0.04
C -2.5340 -1.9981 -0.4084 -2.04 1.01 0.12
N -3.4288 -1.5045 0.3587 0.99 0.45 -1.49
H -2.2550 -3.0262 -0.5417 0.22 -0.62 0.43
H -2.1867 -1.3063 -1.1650 0.60 0.06 0.01
H -3.9052 -2.0880 1.0013 -0.11 -1.27 0.71
```
Positions in Å, forces in eV/Å.

Entry from the Open Molecules 2025 dataset: C9H14N4O in the gas phase (wB97M-V/def2-TZVPD).

Computed properties:
HOMO level (eV): -8.6
Relative energy (zero: lowest compared OMol25 entry of this formula, charge and spin) (kcal/mol): 42.91
SMILES: Cc1cc2n(n1)CN(C(C)C)NC2=O
Energy (hartree): -645.53066
E_LUMO (eV): 0.691
Total charge: 0

The geometry in XYZ format:
```
28
Properties=species:S:1:pos:R:3:forces:R:3
C 0.7536 -1.0348 -4.9492 0.30 -0.30 1.09
C 0.2295 -0.6977 -3.5930 -2.21 0.28 0.10
C -1.1068 -0.3276 -3.2267 2.14 -0.32 1.32
C -1.0052 -0.0154 -1.8626 -0.77 -0.04 -1.30
N 0.2683 -0.2442 -1.5356 -0.45 -0.09 0.50
N 0.9848 -0.6582 -2.5163 2.55 -0.35 -1.36
C 0.8622 0.0939 -0.2875 -2.61 -2.54 0.42
N -0.2280 0.0578 0.6546 1.01 -1.45 -0.09
C 0.2462 0.1405 2.0073 -0.32 2.42 1.42
C -0.5151 -0.7733 2.9380 -1.01 2.05 -0.22
C 0.1342 1.6093 2.6151 -1.61 -0.21 1.84
N -1.2887 0.9197 0.3024 -1.63 0.74 1.83
C -1.8940 0.6513 -0.9150 -2.87 1.04 -0.69
O -3.0358 1.0529 -1.2519 2.67 -0.90 1.27
H 0.4866 -0.2905 -5.6794 0.41 0.56 -0.16
H 1.8135 -1.2323 -4.8010 0.17 0.39 -0.56
H 0.3336 -1.9372 -5.3255 -0.49 -0.95 -0.17
H -1.9458 -0.5078 -3.8110 -1.44 0.38 -0.81
H 1.5390 -0.6834 -0.0060 0.62 -0.27 0.06
H 1.2799 0.9990 -0.3997 1.98 3.56 -0.10
H 1.3214 -0.0797 2.0579 -0.34 -0.26 -0.44
H -1.5797 -0.4177 2.9812 0.73 -0.81 -0.25
H -0.3783 -1.7726 2.6632 -0.20 -1.59 -0.29
H -0.1356 -0.5696 3.9075 0.38 -0.22 1.16
H 0.0855 2.4537 1.9287 1.08 -0.16 -0.27
H 0.8323 1.7252 3.5089 -0.68 0.11 -1.48
H -0.9153 1.7702 3.0848 1.41 -0.68 -0.44
H -1.9141 1.1216 1.1632 1.17 -0.39 -2.38
```
Positions in Å, forces in eV/Å.